13
Properties=species:S:1:pos:R:3 method="wB97M-V/def2-TZVPD" smiles="C#C[C@@](C)(O)C=O" e_homo_ev=-9.71 de_lowest_kcal_mol=76.1 e_lumo_ha=0.0213 molar_mass_g_mol=98.10
C -1.232 -1.302 1.717
C -0.706 -0.764 0.783
C 0.313 -0.093 -0.259
C 0.746 1.320 0.063
O 1.318 -0.977 -0.623
C -0.868 -0.167 -1.215
O -1.592 0.777 -1.471
H -1.765 -1.791 2.481
H 1.246 1.739 -0.811
H -0.135 1.936 0.241
H 1.399 1.336 0.934
H 2.011 -0.973 0.050
H -0.735 -1.039 -1.889

102
Properties=species:S:1:pos:R:3 method="wB97M-V/def2-TZVPD" smiles="COC(=O)OC.COC(=O)OC.COC(=O)OC.COC(=O)OC.COC(=O)OC.COC(=O)OC.O=C1OCCO1.O=C1OCCO1.O=C1OCCO1" e_homo_ev=-10.48 de_lowest_kcal_mol=83.6 e_lumo_ha=0.0007 molar_mass_g_mol=804.65
C -0.448 3.962 -0.935
O -0.496 3.423 -2.277
C -1.264 2.392 -2.613
O -1.898 1.756 -1.799
O -1.094 2.098 -3.900
C -1.759 1.043 -4.487
H 0.152 4.872 -0.925
H 0.094 3.239 -0.325
H -1.434 4.255 -0.574
H -2.789 1.394 -4.546
H -1.665 0.085 -3.976
H -1.376 0.904 -5.498
C -0.135 4.942 3.147
O 1.210 5.542 3.079
C 1.959 5.335 1.962
O 1.911 4.458 1.137
O 2.955 6.292 1.905
C 3.744 6.465 0.768
H -0.877 5.133 2.371
H -0.512 5.241 4.125
H -0.004 3.861 3.092
H 4.203 5.580 0.327
H 4.654 7.052 0.895
H 3.238 6.755 -0.153
C 3.964 2.134 -0.201
O 4.863 3.205 -0.017
C 6.024 2.965 0.528
O 6.397 1.854 1.000
O 6.836 4.063 0.355
C 8.158 3.920 0.698
H 3.733 1.506 0.660
H 4.273 1.498 -1.031
H 2.975 2.498 -0.480
H 8.593 2.969 0.390
H 8.293 4.141 1.757
H 8.688 4.717 0.175
C -3.234 -2.166 -8.928
O -2.326 -2.189 -7.842
C -2.394 -3.207 -7.002
O -3.149 -4.199 -7.057
O -1.462 -3.029 -6.013
C -1.302 -4.022 -4.967
H -3.343 -1.145 -9.294
H -4.280 -2.308 -8.658
H -2.940 -2.746 -9.803
H -2.211 -4.051 -4.366
H -0.433 -3.809 -4.345
H -1.116 -4.962 -5.487
C 0.588 0.806 2.388
O -0.102 0.110 1.381
C 0.434 -0.018 0.172
O 1.412 0.602 -0.277
O -0.102 -1.136 -0.311
C 0.078 -1.387 -1.741
H 1.483 0.249 2.663
H -0.093 0.927 3.231
H 0.912 1.823 2.171
H -0.275 -2.405 -1.907
H 1.058 -1.129 -2.144
H -0.586 -0.766 -2.343
C -4.371 -4.916 -2.501
O -4.211 -3.471 -2.444
C -3.562 -2.868 -1.425
O -2.970 -3.418 -0.509
O -3.789 -1.619 -1.537
C -3.409 -0.674 -0.532
H -3.884 -5.439 -1.679
H -3.856 -5.314 -3.375
H -5.407 -5.254 -2.465
H -3.664 0.337 -0.852
H -2.443 -0.749 -0.033
H -4.001 -0.928 0.348
O -2.181 -5.281 4.525
C -1.821 -4.171 4.030
O -2.153 -3.677 2.824
C -1.413 -2.474 2.498
C -0.928 -2.074 3.875
O -1.051 -3.275 4.652
H -0.586 -2.737 1.839
H -1.980 -1.775 1.883
H -1.567 -1.302 4.304
H 0.104 -1.729 3.823
O 1.309 -8.154 -1.021
C 0.979 -7.067 -0.593
O 1.380 -6.512 0.549
C 0.942 -5.171 0.596
C -0.265 -5.163 -0.470
O 0.044 -6.392 -1.141
H 0.482 -5.027 1.573
H 1.718 -4.454 0.330
H -0.290 -4.244 -1.054
H -1.145 -5.230 0.169
O -1.755 1.016 5.493
C -1.140 1.905 6.141
O -0.787 1.764 7.433
C 0.097 2.773 7.800
C -0.205 3.856 6.825
O -0.821 3.184 5.756
H -0.090 2.985 8.853
H 1.094 2.339 7.728
H 0.673 4.370 6.433
H -0.863 4.641 7.197

8
Properties=species:S:1:pos:R:3 method="wB97M-V/def2-TZVPD" spin_multiplicity=3 s_squared=2.0078 e_homo_ev="-6.55 / -10.65" de_lowest_kcal_mol=5.4 e_lumo_ha="0.0095 / -0.0738" molar_mass_g_mol=106.10
C 2.425 -1.672 -0.049
C -1.000 0.415 -0.066
O 3.407 -1.529 0.486
O 1.214 1.401 -0.596
O -2.283 0.493 0.392
S 0.017 1.623 0.199
H -2.844 -0.318 0.327
H -0.937 -0.413 -0.694

19
Properties=species:S:1:pos:R:3 method="wB97M-V/def2-TZVPD" e_homo_ev=-7.47 de_lowest_kcal_mol=174.2 e_lumo_ha=-0.1293 molar_mass_g_mol=113.16
C 2.163 -0.132 -0.052
N 1.783 1.129 -0.306
C 0.645 1.301 -1.121
C -0.690 0.864 -0.426
C -0.988 -0.610 -0.166
C -2.394 -0.912 -0.036
C -3.037 -1.041 1.370
O 3.107 -0.378 0.724
H 1.825 -0.928 -0.738
H 0.551 2.383 -1.332
H 0.555 0.784 -2.088
H -0.982 1.425 0.501
H -1.387 1.055 -1.221
H -0.315 -0.837 0.722
H -0.386 -1.063 -0.989
H -2.797 -1.663 -0.708
H -2.245 -0.299 1.603
H -4.089 -0.777 1.552
H -2.907 -2.083 1.836

10
Properties=species:S:1:pos:R:3 method="wB97M-V/def2-TZVPD" e_homo_ev=-9.54 de_lowest_kcal_mol=80.8 e_lumo_ha=0.0219 molar_mass_g_mol=108.12
C 0.196 0.653 0.253
N -2.675 -1.200 -3.482
N -2.938 -2.245 -3.219
O -2.219 -0.187 -3.785
O -2.131 0.108 -0.884
S -0.716 -0.188 -1.103
H 1.069 0.873 -0.215
H -0.323 1.615 0.701
H 0.088 -0.040 1.089
H -0.297 0.852 -2.085

30
Properties=species:S:1:pos:R:3 method="wB97M-V/def2-TZVPD" e_homo_ev=-8.33 de_lowest_kcal_mol=71.7 e_lumo_ha=0.0206 molar_mass_g_mol=196.25
C -0.484 -0.295 0.939
C 0.675 0.465 0.679
C 0.755 -1.174 -0.899
C 1.669 -2.713 -1.035
C -1.558 0.008 1.925
C 1.217 1.531 1.517
C -2.638 -1.762 -1.159
C 2.226 1.743 -1.706
C -1.651 -2.245 -0.102
C 2.622 0.472 -0.890
N -0.599 -1.277 -0.040
N 1.376 -0.142 -0.398
O 2.535 -2.685 -1.826
O 1.212 -3.436 -0.227
H -2.550 0.014 1.282
H -1.627 -0.873 2.612
H -1.332 0.890 2.526
H 0.493 1.504 2.337
H 2.152 1.345 1.959
H 1.508 2.436 0.931
H -3.199 -0.879 -0.778
H -3.407 -2.468 -1.587
H -2.188 -1.411 -2.075
H 3.260 2.151 -2.017
H 1.791 2.431 -1.120
H 1.596 1.291 -2.520
H -1.279 -3.287 -0.491
H -2.018 -2.255 0.854
H 3.246 0.786 -0.010
H 3.031 -0.235 -1.642